45
Properties=species:S:1:pos:R:3:forces:R:3 method="wB97M-V/def2-TZVPD" e_tot_ha=-1146.5632 e_lumo_ev=-1.04 charge=0 e_above_lowest_kcal_mol=48.3
O 8.727 9.998 16.089 0.1 -1.7 0.6
O 6.890 7.385 17.840 0.1 -2.1 -0.4
O 7.365 10.080 13.431 3.8 1.1 1.6
O 9.402 6.771 16.143 -0.3 -0.6 1.2
O 7.819 7.488 13.475 -1.1 -0.5 0.8
O 12.153 5.696 15.142 0.8 2.3 -0.9
O 11.397 8.700 16.916 1.5 0.3 0.2
O 9.981 6.139 13.365 -1.2 -2.4 -0.3
O 9.626 4.114 16.146 -0.4 -0.6 0.2
O 10.792 7.655 19.304 -0.1 0.9 1.8
O 10.910 9.226 14.330 -0.7 0.9 -1.5
O 9.122 5.500 18.947 0.1 -0.5 0.7
O 6.144 8.386 15.515 -1.8 -1.1 -0.8
O 12.307 5.885 17.877 0.1 -0.6 0.4
O 8.491 9.133 18.724 -0.3 1.0 0.8
H 11.981 5.881 16.050 0.2 0.7 1.4
H 12.377 8.828 16.863 -1.2 -0.2 -0.1
H 10.767 9.096 15.257 0.3 -0.4 0.6
H 8.251 5.772 19.260 -0.4 0.2 -0.2
H 8.782 9.884 17.045 0.0 -0.1 -0.1
H 7.220 7.083 14.132 0.1 0.5 -0.5
H 6.533 10.098 13.102 -4.0 0.0 -1.5
H 10.745 8.048 20.211 0.4 -0.5 -1.0
H 12.172 5.215 18.561 0.2 -0.3 -0.4
H 8.833 3.814 16.621 0.4 0.1 -0.3
H 9.531 5.078 16.126 0.0 0.2 0.1
H 7.539 9.176 13.706 0.2 -0.5 -0.4
H 7.511 6.876 17.257 -0.5 0.7 0.6
H 9.258 4.638 19.386 0.1 0.5 -0.4
H 8.637 6.974 13.520 0.5 0.1 -0.5
H 10.153 6.928 19.320 -0.5 -0.7 0.0
H 7.408 8.124 18.165 0.2 0.0 -0.1
H 9.389 9.139 19.018 1.4 -0.4 -0.2
H 9.161 7.421 15.487 0.0 1.0 -0.4
H 8.078 9.618 19.442 -0.7 0.3 0.0
H 11.935 6.642 18.319 0.1 0.5 0.3
H 11.267 8.149 17.692 0.1 0.4 0.2
H 9.475 5.270 13.326 0.9 1.4 -0.4
H 8.642 10.920 15.995 -0.2 1.7 -0.8
H 11.849 4.835 15.119 -0.8 -3.2 -0.6
H 10.346 6.041 14.244 1.1 0.4 0.5
H 11.636 8.727 13.969 0.3 -0.5 0.4
H 9.790 7.196 16.926 -0.2 0.0 -1.0
H 6.094 7.816 16.287 0.0 0.3 0.3
H 6.871 8.960 15.648 1.3 1.2 0.3

=====

9
Properties=species:S:1:pos:R:3:forces:R:3 method="wB97M-V/def2-TZVPD" e_tot_ha=-548.5196 e_lumo_ev=-4.33 charge=+1 e_above_lowest_kcal_mol=11.2 smiles="N/C=[NH+]/S"
S -0.831 -1.862 -1.028 -1.3 -0.2 -0.8
N 0.898 1.134 0.572 0.3 0.9 0.5
N -0.238 -0.639 -0.019 -0.2 -2.0 0.6
C 0.264 0.505 -0.381 -0.2 -0.5 -1.0
H -2.131 -1.659 -0.634 0.6 -0.3 -0.4
H -0.097 -1.074 0.907 0.1 1.2 -0.3
H 1.049 2.119 0.594 0.4 0.6 -0.6
H 0.142 0.756 -1.514 0.4 0.2 2.4
H 0.943 0.721 1.504 -0.1 0.0 -0.5

=====

Computed values of gap between HOMO and LUMO (unit: eV) for the preceding records, in sequence: 8.32, 10.37.